Here is a cluster of 3 separate species, C4H13NO3 in total in a non-equilibrium geometry from the Open Molecules 2025 dataset. Energies are from wB97M-V/def2-TZVPD.

```
21
Properties=species:S:1:pos:R:3:forces:R:3
C 0.704311 -0.167652 -0.431948 -0.8 1.8 -5.8
N -0.618481 0.153153 0.059153 3.0 -2.3 5.3
C -0.349877 1.044601 1.164756 -5.3 2.1 2.1
C -1.381183 -1.108449 0.511114 2.1 -1.4 -2.5
C -2.557510 -1.247355 -0.432627 -2.5 -1.9 0.5
O -3.047002 -2.354776 -0.551230 0.8 1.9 -0.5
H 1.381483 -0.454911 0.296828 0.9 -0.8 1.8
H 0.660972 -0.844080 -1.292703 -0.1 -0.5 0.6
H 1.094576 0.754455 -0.956199 -0.3 -0.5 0.9
H 0.210310 1.959844 1.129848 0.8 0.1 -1.3
H -0.047759 0.578773 2.133702 -0.2 -0.6 -0.8
H -1.444666 1.442230 1.423553 2.0 -0.6 0.0
H -1.846711 -1.278723 1.489391 0.5 1.5 0.3
H -0.587159 -2.027740 0.408537 -2.1 2.3 -0.1
H -3.138546 -0.295184 -0.695914 0.9 -0.9 -0.2
H 2.082045 0.791724 -3.045376 -0.9 -2.3 -1.1
H 2.867303 1.361271 -1.861538 -0.6 0.6 -2.2
O 2.450200 1.582811 -2.758293 1.7 1.7 3.2
H 3.804912 1.003370 2.536886 -2.1 0.5 -0.7
H 2.708534 0.916925 1.407548 0.4 -0.3 -0.7
O 2.858005 1.258604 2.277471 1.7 -0.3 1.3
```
Forces are in eV/Å.

## Properties
Orbital gap (spin up / spin down) in eV: 10.932 / 5.698
HOMO level (spin up / spin down) in eV: -14.66 / -14.57
Total charge: +1
LUMO energy (spin up / spin down) in eV: -3.725 / -8.874
Multiplicity: 2


Here is a cluster of 2 separate species, C11H6Cl6NO3 in total in a non-equilibrium geometry from the Open Molecules 2025 dataset. Energies are from wB97M-V/def2-TZVPD.

```
27
Properties=species:S:1:pos:R:3:forces:R:3
Cl 0.608059 -1.143973 -0.514928 0.7 1.3 -1.6
C 2.507704 2.182772 -1.640858 -1.4 -0.4 0.3
Cl 3.604020 0.951824 -2.081742 0.4 -0.6 -0.1
C 1.281052 2.258729 -2.437115 -0.7 0.7 0.5
O 0.908290 1.390255 -3.232628 0.5 0.0 -0.4
C 0.439484 3.446183 -2.155650 1.8 -0.4 0.8
Cl -0.814124 3.781467 -3.253108 -0.5 0.1 -0.4
C 0.711581 4.249671 -1.059140 0.9 -1.0 0.1
Cl -0.091893 5.757210 -0.882950 -0.3 0.3 0.2
C 1.694496 3.853996 -0.098481 -0.5 -0.6 -1.2
Cl 1.959315 4.797335 1.291515 0.1 0.4 0.8
C 2.515007 2.731276 -0.368177 -0.7 1.4 -0.7
Cl 3.496237 2.096363 0.880729 0.5 -0.1 0.2
C -3.671997 -1.747979 1.518574 -0.1 0.1 0.0
C -2.644106 -2.831763 1.293804 0.1 0.3 0.0
O -1.374938 -2.147500 1.085016 0.2 -1.1 0.5
C -0.356387 -2.997821 0.832439 -1.6 -0.9 -0.2
C 0.952512 -2.251899 0.767913 -0.3 -0.5 0.3
C 1.970066 -3.241939 0.423199 2.4 -1.1 -0.5
N 2.815374 -3.990367 0.133732 -1.8 1.5 0.7
O -0.500742 -4.168253 0.539695 0.3 1.2 0.7
H -4.645666 -2.189002 1.748933 0.1 0.0 0.0
H -3.374771 -1.112234 2.360456 -0.1 -0.1 -0.2
H -3.786587 -1.129193 0.619192 0.1 -0.1 0.3
H -2.506573 -3.468214 2.176316 -0.2 0.0 -0.2
H -2.879426 -3.453332 0.420666 0.2 0.1 0.3
H 1.184009 -1.623601 1.632599 0.1 -0.6 0.1
```
Forces are in eV/Å.

## Properties
Orbital gap in eV: 6.192
HOMO level in eV: -3.75
Total charge: -1
LUMO energy in eV: 2.443


Here is a structure of composition C49H57BN7O3PPbS3 from the Open Molecules 2025 dataset. Energies are from wB97M-V/def2-TZVPD.

```
122
Properties=species:S:1:pos:R:3:forces:R:3
Pb 0.404086 1.945232 -0.874198 -0.6 0.1 -0.5
C 3.509147 -2.616357 -0.375722 0.0 -0.1 0.0
C 2.070712 -2.299434 -0.118495 0.0 -0.1 0.0
C 1.128151 -3.275635 -0.146537 0.0 0.0 0.0
C -0.233039 -2.969962 0.094130 0.0 0.1 0.0
N -0.600808 -1.760820 0.388303 0.1 0.0 -0.1
N 0.323782 -0.780684 0.428886 -0.1 -0.2 0.1
B -0.284805 0.577938 0.814817 0.1 0.0 0.3
N 0.267549 1.132342 2.140924 -0.1 -0.1 -0.1
N 0.978572 0.239810 2.839911 0.1 0.0 0.0
C 1.429337 0.563965 4.010637 0.0 0.0 -0.1
C 1.149450 1.835696 4.570096 0.0 0.1 0.0
C 0.421097 2.742958 3.873864 0.0 0.0 0.0
C 0.104302 4.097595 4.413811 0.0 0.0 0.0
C -0.045539 2.374650 2.566875 0.0 -0.1 0.0
S -0.961099 3.430163 1.604681 0.1 0.1 -0.1
C 2.262340 -0.466277 4.752251 0.0 0.0 0.0
C 2.420894 -1.736578 3.917641 0.0 0.0 0.0
C 3.648584 0.130631 5.024037 0.0 0.0 0.0
C 1.569138 -0.807727 6.077455 0.0 0.0 0.0
N -1.815138 0.530105 0.917665 0.0 0.0 0.2
N -2.148919 0.094410 2.155537 0.0 0.1 -0.1
C -3.390937 0.047476 2.505144 0.0 0.0 0.0
C -4.421236 0.409018 1.590903 0.0 -0.1 0.0
C -4.106237 0.829552 0.346685 0.0 0.0 -0.1
C -5.134526 1.229992 -0.657338 0.0 0.0 0.0
C -2.707306 0.924099 -0.013139 0.0 -0.1 0.1
S -2.272809 1.510262 -1.530615 0.3 0.1 -0.1
C -3.708088 -0.385411 3.926073 0.0 0.0 0.0
C -4.511505 0.732667 4.605832 0.0 0.0 0.0
C -2.424274 -0.629170 4.717914 0.0 0.0 0.0
C -4.541553 -1.671574 3.890141 0.0 0.0 0.0
C 1.644468 -0.956111 0.157495 0.0 0.2 0.0
S 2.720417 0.358493 0.138195 -0.1 -0.1 0.0
C -1.314313 -4.032218 0.005135 0.0 0.0 0.0
C -0.931832 -5.232701 0.880599 0.0 0.0 0.0
C -2.659038 -3.479934 0.474920 0.0 0.0 0.0
C -1.425654 -4.474325 -1.460009 0.0 0.0 0.0
H 3.772006 -3.562137 0.099340 0.0 0.0 0.0
H 4.163208 -1.829515 -0.011821 0.0 0.0 0.0
H 3.673290 -2.720866 -1.449331 0.0 0.0 0.0
H 1.418571 -4.295294 -0.366572 0.0 0.0 0.0
H 1.518029 2.081504 5.557983 0.0 0.0 0.0
H 0.434990 4.184321 5.447932 0.0 0.0 0.0
H -0.964332 4.300528 4.349569 0.0 0.0 0.0
H 0.599447 4.866613 3.817870 0.0 0.0 0.0
H 2.930055 -1.523763 2.976430 0.0 0.0 0.0
H 1.453413 -2.179974 3.679117 0.0 0.0 0.0
H 3.010629 -2.463358 4.479630 0.0 0.0 0.0
H 4.143035 0.396147 4.088103 0.0 0.0 0.0
H 4.270814 -0.598305 5.546545 0.0 0.0 0.0
H 3.593426 1.025688 5.645972 0.0 0.0 0.0
H 0.568066 -1.205971 5.900372 0.0 0.0 0.0
H 1.477620 0.065328 6.725931 0.0 0.0 0.0
H 2.146244 -1.561353 6.616205 0.0 0.0 0.0
H -5.458197 0.345736 1.896397 0.0 0.0 0.0
H -6.137329 1.056343 -0.269781 0.0 0.0 0.0
H -4.999054 0.680938 -1.590075 0.0 0.0 0.0
H -5.019137 2.284789 -0.912514 0.0 0.0 0.0
H -3.984826 1.686431 4.540121 0.0 0.0 0.0
H -4.654172 0.494197 5.661492 0.0 0.0 0.0
H -5.499457 0.856491 4.159849 0.0 0.0 0.0
H -1.846350 0.291004 4.825223 0.0 0.0 0.0
H -1.784218 -1.360569 4.226048 0.0 0.0 0.0
H -2.680820 -0.995675 5.714009 0.0 0.0 0.0
H -5.459308 -1.540276 3.313881 0.0 0.0 0.0
H -4.824336 -1.960329 4.904047 0.0 0.0 0.0
H -3.976619 -2.492355 3.445080 0.0 0.0 0.0
H -0.721692 -4.921190 1.905655 0.0 0.0 0.0
H -0.058252 -5.761729 0.497103 0.0 0.0 0.0
H -1.758966 -5.943707 0.906670 0.0 0.0 0.0
H -2.617990 -3.208718 1.530714 0.0 0.0 0.0
H -3.428563 -4.241753 0.338492 0.0 0.0 0.0
H -2.947375 -2.588852 -0.080715 0.0 0.0 0.0
H -0.468021 -4.826107 -1.849735 0.0 0.0 0.0
H -1.760978 -3.648017 -2.088616 0.0 0.0 0.0
H -2.145732 -5.289494 -1.551683 0.0 0.0 0.0
C 4.399954 -2.368435 -3.932053 0.0 0.0 0.0
C 4.627846 -1.095041 -3.423946 0.0 0.0 0.0
C 3.561701 -0.251686 -3.163327 0.0 0.0 0.0
C 2.247919 -0.648909 -3.427706 0.1 0.1 -0.1
C 2.030246 -1.933701 -3.917749 -0.1 0.0 0.0
C 3.099462 -2.788534 -4.161454 0.0 0.0 0.0
P 0.905873 0.603379 -3.248222 0.3 -0.1 0.1
C -0.424363 -0.133036 -4.219898 0.0 0.1 0.0
C -1.208520 -1.077101 -3.563343 0.0 0.0 0.0
C -2.228558 -1.725149 -4.242277 0.0 0.0 0.0
C -2.465574 -1.432178 -5.576855 0.0 0.0 0.0
C -1.688290 -0.485810 -6.227405 0.0 0.0 0.0
C -0.675047 0.170683 -5.550164 0.0 0.0 0.0
C 1.703980 2.016934 -4.068584 0.0 0.1 0.0
C 2.261239 1.861413 -5.310452 0.0 -0.1 0.0
C 2.862003 2.939854 -5.984894 0.0 0.1 0.0
C 2.898001 4.166338 -5.390832 0.0 -0.1 0.0
C 2.357731 4.366681 -4.098301 0.0 0.0 0.0
C 2.380752 5.658643 -3.515436 0.0 0.0 0.1
C 1.836428 5.880601 -2.287410 0.0 0.0 -0.1
C 1.276189 4.799462 -1.573789 -0.1 0.0 0.1
C 1.252663 3.538019 -2.097788 0.0 0.1 0.1
C 1.766700 3.282899 -3.402163 0.0 -0.1 0.0
H 5.231585 -3.027028 -4.147879 0.0 0.0 0.0
H 5.637759 -0.756435 -3.231359 0.0 0.0 0.0
H 3.756182 0.742779 -2.782326 0.0 0.0 0.0
H 1.026457 -2.265715 -4.147433 0.0 0.0 0.0
H 2.908654 -3.777745 -4.558263 0.0 0.0 0.0
H -1.037705 -1.290548 -2.511666 0.0 0.0 0.0
H -2.849953 -2.445331 -3.724330 0.0 0.0 0.0
H -3.273135 -1.923144 -6.104320 0.0 0.0 0.0
H -1.895984 -0.229014 -7.257516 0.0 0.0 0.0
H -0.117631 0.953997 -6.044864 0.0 0.0 0.0
H 2.241939 0.887689 -5.786111 0.0 0.0 0.0
H 3.280225 2.791519 -6.971558 0.0 0.0 0.0
H 3.340768 5.014086 -5.899710 0.0 0.0 0.0
H 2.823921 6.469981 -4.080086 0.0 0.0 0.0
H 1.827083 6.871803 -1.853777 0.0 0.0 0.0
H 0.821520 4.999475 -0.608917 0.0 0.0 0.0
O 2.259727 3.542376 1.345242 0.1 0.0 0.0
H 1.566385 4.214641 1.368060 0.0 0.0 0.0
H 2.960803 3.904888 0.793220 0.0 0.0 0.0
O -2.775339 2.125700 -4.566654 0.1 0.0 0.1
N -1.975120 3.042261 -4.389611 -0.2 0.1 -0.2
O -0.926938 2.749596 -3.735561 0.1 0.0 0.1
```
Forces are in eV/Å.

## Properties
Orbital gap in eV: 6.009
HOMO level in eV: -6.32
Total charge: 0
LUMO energy in eV: -0.314


- The highest total charge belongs to which entry?
  C4H13NO3